<i>
{"formula": "C4H5N2", "method": "ωB97M-V with the def2-TZVPD basis set", "orbital_gap_ev": 9.5, "charge": 1, "spin_multiplicity": 1, "species": ["C", "C", "C", "C", "N", "N", "H", "H", "H", "H", "H"], "positions_angstrom": [[0.06, 0.47, 0.10], [2.32, -0.02, -0.48], [-2.03, -0.10, 0.41], [-1.18, 0.62, -0.47], [2.87, -0.28, 0.52], [-0.67, -0.56, 0.51], [2.12, -0.01, -1.54], [-2.50, 0.41, 1.23], [-2.70, -0.83, -0.23], [-1.23, 0.39, -1.54], [2.94, -0.10, 1.49]], "lowdin_charge": [-0.019, 0.157, -0.095, -0.105, 0.259, 0.108, 0.119, 0.129, 0.178, 0.137, 0.132]}


<ii>
{"formula": "C4H5N2", "method": "ωB97M-V with the def2-TZVPD basis set", "orbital_gap_ev": [7.7, 7.7], "charge": 1, "smiles": "[NH2+]=C1CC#CN1", "spin_multiplicity": 1, "species": ["C", "C", "C", "C", "N", "N", "H", "H", "H", "H", "H"], "positions_angstrom": [[-1.43, -0.34, 1.99], [-1.95, 0.71, 1.52], [-0.36, 0.20, 0.02], [-0.23, -0.76, 1.25], [-1.38, 1.02, 0.23], [0.51, 0.31, -0.96], [0.66, -0.53, 1.84], [-0.22, -1.85, 1.04], [-1.48, 1.58, -0.55], [1.15, -0.57, -0.90], [0.59, 0.99, -1.68]], "lowdin_charge": [0.085, 0.094, -0.276, -0.052, 0.150, 0.231, 0.147, 0.140, 0.144, 0.204, 0.133]}


<iii>
{"formula": "C4H5N2", "method": "ωB97M-V with the def2-TZVPD basis set", "orbital_gap_ev": 8.8, "charge": 1, "smiles": "CC1=[N+]2N=C2C1", "spin_multiplicity": 1, "species": ["C", "C", "C", "C", "N", "N", "H", "H", "H", "H", "H"], "positions_angstrom": [[0.82, 1.08, -1.60], [-0.24, -0.04, -0.03], [1.10, 0.57, -0.10], [-0.91, -0.76, 1.00], [-0.73, 0.19, -1.23], [-0.18, 0.87, -2.31], [1.94, -0.06, -0.26], [1.29, 1.21, 0.83], [-2.02, -0.70, 0.83], [-0.38, -0.40, 1.93], [-0.71, -1.96, 0.94]], "lowdin_charge": [0.219, -0.337, 0.025, 0.007, 0.161, 0.175, 0.132, 0.190, 0.127, 0.122, 0.179]}


Result of the stability comparison: <i> is the least stable of them.


<i>
{"formula": "C4H5N2", "method": "ωB97M-V with the def2-TZVPD basis set", "orbital_gap_ev": [6.8, 9.9], "charge": 1, "spin_multiplicity": 1, "species": ["C", "C", "C", "C", "N", "N", "H", "H", "H", "H", "H"], "positions_angstrom": [[1.82, 0.44, 0.30], [-1.04, -1.13, 0.27], [0.40, 0.36, 0.73], [0.44, -1.10, 0.43], [1.54, -0.96, -0.22], [-0.74, 0.33, 0.19], [2.32, 1.10, -0.51], [2.73, 0.29, 1.06], [-1.29, -1.67, -0.59], [-1.72, -1.59, 1.13], [-2.16, 1.69, -0.69]], "lowdin_charge": [-0.028, -0.008, -0.103, -0.160, 0.206, 0.151, 0.168, 0.187, 0.109, 0.201, 0.276]}


<ii>
{"formula": "C4H5N2", "method": "ωB97M-V with the def2-TZVPD basis set", "orbital_gap_ev": [8.5, 8.5], "charge": 1, "spin_multiplicity": 1, "species": ["C", "C", "C", "C", "N", "N", "H", "H", "H", "H", "H"], "positions_angstrom": [[2.08, -0.72, 0.05], [0.00, 0.28, -0.11], [0.42, -0.92, 0.53], [-1.39, 0.83, -0.17], [1.08, 0.75, -0.66], [2.38, 0.21, -0.64], [0.18, -1.84, -0.14], [0.34, -1.17, 1.63], [-1.65, 0.63, 0.89], [-1.86, 0.09, -0.89], [-1.59, 1.85, -0.50]], "lowdin_charge": [0.231, -0.344, 0.040, 0.044, 0.193, 0.116, 0.187, 0.166, 0.114, 0.137, 0.117]}


<iii>
{"formula": "C4H5N2", "method": "ωB97M-V with the def2-TZVPD basis set", "orbital_gap_ev": 9.8, "charge": 1, "smiles": "[H]/N=C/C1=C[N+]1=C", "spin_multiplicity": 1, "species": ["C", "C", "C", "C", "N", "N", "H", "H", "H", "H", "H"], "positions_angstrom": [[-0.13, 0.85, -0.14], [-1.57, 0.65, -0.18], [1.52, -1.14, -0.02], [0.96, 1.55, 0.19], [-1.80, -0.56, 0.17], [0.97, 0.04, 0.02], [-2.08, 1.54, -0.41], [2.57, -1.20, 0.21], [1.05, -2.09, -0.27], [1.53, 2.39, 0.74], [-2.76, -0.89, 0.49]], "lowdin_charge": [-0.142, -0.113, 0.179, 0.263, 0.168, -0.006, 0.120, 0.105, 0.115, 0.184, 0.126]}


Result of the stability comparison: <i> is the least stable of them.


<i>
{"formula": "C5H12N", "method": "ωB97M-V with the def2-TZVPD basis set", "orbital_gap_ev": [7.7, 7.1], "charge": 2, "s2": 0.76, "spin_multiplicity": 2, "species": ["C", "C", "C", "C", "C", "N", "H", "H", "H", "H", "H", "H", "H", "H", "H", "H", "H", "H"], "positions_angstrom": [[1.88, 0.97, 0.01], [0.81, 0.22, -0.91], [0.14, -0.90, -0.15], [-1.28, -0.96, -0.62], [-2.20, -0.22, 0.41], [1.43, 0.94, 1.38], [2.84, 0.37, -0.18], [2.06, 2.04, -0.45], [-0.02, 0.96, -0.99], [1.29, 0.03, -1.90], [0.62, -1.85, -0.05], [-1.71, -2.12, -0.75], [-1.83, -0.56, 1.36], [-2.20, 0.88, 0.42], [-3.40, -0.63, 0.27], [-1.41, -0.56, -1.57], [0.96, 0.06, 1.62], [2.01, 1.33, 2.12]], "lowdin_charge": [-0.117, -0.094, 0.165, -0.198, -0.026, 0.339, 0.211, 0.209, 0.141, 0.190, 0.159, 0.220, 0.059, 0.089, 0.210, 0.113, 0.146, 0.184]}


<ii>
{"formula": "C5H12N", "method": "ωB97M-V with the def2-TZVPD basis set", "orbital_gap_ev": [4.7, 6.6], "charge": 2, "s2": 1.76, "spin_multiplicity": 2, "species": ["C", "C", "C", "C", "C", "N", "H", "H", "H", "H", "H", "H", "H", "H", "H", "H", "H", "H"], "positions_angstrom": [[-0.50, -1.14, -2.01], [-1.30, -1.90, -0.94], [-1.61, -1.01, 0.27], [-0.36, -0.63, 0.99], [0.32, 0.42, 0.49], [2.66, 3.51, 1.66], [-1.14, -0.46, -2.56], [0.17, -0.51, -1.34], [0.03, -1.77, -2.67], [-2.24, -2.37, -1.41], [-0.64, -2.77, -0.61], [-2.08, -0.08, -0.10], [-2.35, -1.55, 0.97], [-0.15, -1.15, 1.88], [0.93, 0.99, 1.23], [3.64, 3.22, 1.70], [2.55, 4.39, 1.20], [2.07, 2.83, 1.25]], "lowdin_charge": [-0.039, -0.205, -0.156, 0.006, 0.305, 0.559, 0.103, 0.063, 0.081, 0.166, 0.145, 0.149, 0.177, 0.144, 0.083, 0.174, 0.147, 0.100]}


Result of the stability comparison: <ii> is the least stable of them.


<i>
{"formula": "C5H27NO9", "method": "ωB97M-V with the def2-TZVPD basis set", "orbital_gap_ev": 8.9, "smiles": "C=N/C=C/CC.O.O.O.O.O.O.O.O.O", "spin_multiplicity": 1, "species": ["C", "C", "C", "C", "N", "C", "H", "H", "H", "H", "H", "H", "H", "H", "H", "H", "H", "O", "H", "H", "O", "H", "H", "O", "H", "H", "O", "H", "H", "O", "H", "H", "O", "H", "H", "O", "H", "H", "O", "H", "H", "O"], "positions_angstrom": [[1.08, -0.76, -1.58], [1.82, -1.10, -0.29], [1.32, -0.48, 0.96], [1.93, 0.52, 1.60], [1.41, 1.23, 2.70], [0.37, 1.95, 2.73], [0.56, 0.20, -1.58], [0.22, -1.39, -1.89], [1.70, -0.66, -2.48], [2.91, -0.93, -0.35], [1.80, -2.21, -0.24], [0.33, -0.75, 1.36], [2.97, 0.76, 1.42], [0.06, 2.31, 3.71], [-0.34, 2.15, 1.90], [-0.62, 2.97, 0.45], [-1.28, 3.54, -0.78], [-0.53, 3.02, -0.49], [-0.65, -2.63, -1.78], [-1.59, -3.29, -2.73], [-0.93, -3.51, -2.07], [-0.33, -0.55, -4.09], [-1.61, 0.20, -3.84], [-1.29, -0.67, -4.08], [-0.04, -1.09, 3.43], [-0.20, -0.29, 4.54], [-0.80, -0.81, 3.97], [0.16, -4.52, -0.46], [-0.18, -4.02, 0.93], [0.56, -4.34, 0.40], [2.15, 2.70, -2.24], [1.75, 2.62, -0.85], [2.43, 2.26, -1.44], [-2.08, -0.69, 2.72], [-3.59, -0.92, 2.67], [-2.84, -0.72, 2.11], [-2.17, 0.80, 1.87], [-2.28, 1.34, 0.52], [-2.16, 1.67, 1.40], [0.16, 1.84, -1.98], [0.21, 2.34, -3.40], [-0.39, 1.92, -2.77]], "lowdin_charge": [-0.088, -0.235, -0.110, -0.167, -0.020, -0.033, 0.034, 0.038, 0.088, 0.117, 0.092, 0.102, 0.118, 0.080, 0.040, -0.005, 0.065, -0.042, -0.010, 0.043, -0.052, 0.023, 0.016, -0.060, 0.049, 0.067, -0.059, 0.007, 0.036, -0.061, 0.032, 0.022, -0.047, 0.001, 0.069, -0.056, 0.005, 0.043, -0.103, -0.027, 0.059, -0.072]}


<ii>
{"formula": "C5H27NO9", "method": "ωB97M-V with the def2-TZVPD basis set", "orbital_gap_ev": 10.1, "smiles": "OCCCCNCO.O.O.O.O.O.O.O", "spin_multiplicity": 1, "species": ["C", "N", "C", "O", "C", "C", "C", "O", "H", "H", "H", "H", "H", "H", "H", "H", "H", "H", "H", "H", "H", "H", "H", "O", "H", "H", "O", "H", "H", "O", "H", "H", "O", "H", "H", "O", "H", "H", "O", "H", "H", "O"], "positions_angstrom": [[-0.88, 0.84, 2.42], [-0.76, 2.11, 1.67], [-0.29, 2.17, 0.32], [-1.25, 1.83, -0.72], [-2.21, 0.08, 2.45], [-2.51, -0.90, 1.32], [-1.39, -1.93, 1.07], [-0.77, -2.32, 2.31], [-0.09, 0.17, 2.09], [-0.64, 1.10, 3.45], [-1.54, 2.72, 1.84], [0.57, 1.52, 0.15], [-0.07, 3.21, 0.08], [-1.93, 1.24, -0.39], [-3.05, 0.75, 2.60], [-2.21, -0.51, 3.37], [-2.75, -0.41, 0.38], [-3.41, -1.49, 1.52], [-0.62, -1.51, 0.43], [-1.77, -2.86, 0.67], [0.10, -1.88, 2.37], [3.36, 1.20, -0.93], [3.43, 2.78, -0.81], [3.64, 1.96, -0.35], [1.76, 0.00, -2.03], [2.54, -0.67, -0.79], [2.64, -0.14, -1.61], [-0.41, 0.93, -1.98], [-0.47, 0.24, -3.40], [0.11, 0.36, -2.60], [0.41, -3.11, -3.95], [0.03, -1.90, -2.99], [-0.33, -2.65, -3.51], [-1.34, -1.47, -4.43], [-2.59, -0.56, -4.46], [-1.64, -0.55, -4.62], [1.97, 1.23, 2.39], [3.19, 1.39, 1.43], [2.85, 0.86, 2.18], [3.25, -1.91, 0.88], [2.63, -0.56, 1.38], [2.45, -1.36, 0.80]], "lowdin_charge": [-0.206, -0.033, -0.243, -0.082, -0.190, -0.183, -0.232, -0.083, 0.089, 0.117, 0.116, 0.113, 0.126, 0.061, 0.112, 0.112, 0.090, 0.115, 0.106, 0.114, 0.070, -0.002, 0.046, -0.086, 0.012, 0.001, -0.093, 0.023, 0.031, -0.098, 0.072, 0.038, -0.057, 0.015, 0.051, -0.069, 0.056, 0.032, -0.056, 0.072, 0.008, -0.086]}


Result of the stability comparison: <i> is the least stable of them.